1.
{
  "formula": "C38H55N9",
  "method": "wB97M-V/def2-TZVPD",
  "symbols": ["N", "C", "C", "C", "C", "H", "H", "H", "H", "H", "N", "C", "C", "C", "C", "H", "H", "H", "H", "H", "N", "C", "C", "C", "C", "H", "H", "H", "H", "H", "N", "C", "C", "C", "C", "H", "H", "H", "H", "H", "N", "C", "C", "C", "C", "H", "H", "H", "H", "H", "N", "C", "C", "C", "C", "H", "H", "H", "H", "H", "N", "C", "C", "C", "C", "H", "H", "H", "H", "H", "N", "C", "C", "C", "C", "H", "H", "H", "H", "H", "C", "C", "N", "C", "C", "C", "C", "H", "H", "H", "H", "H", "H", "H", "H", "H", "H", "H", "H", "H", "H", "H"],
  "positions_angstrom": [[1.796, -0.326, 3.723], [2.227, -1.572, 3.293], [1.073, -2.377, 3.397], [-0.064, -1.679, 3.844], [0.438, -0.373, 3.960], [2.423, 0.459, 3.831], [3.259, -1.765, 3.039], [1.057, -3.440, 3.205], [-1.065, -2.049, 4.007], [-0.090, 0.540, 4.193], [3.758, 0.237, -1.035], [4.305, 0.314, -2.259], [4.060, 1.592, -2.754], [3.368, 2.261, -1.788], [3.132, 1.400, -0.697], [3.786, -0.578, -0.439], [4.780, -0.577, -2.641], [4.355, 1.935, -3.734], [2.965, 3.256, -1.911], [2.482, 1.462, 0.163], [0.840, 0.769, 0.692], [0.263, -0.259, 1.363], [-0.326, -1.009, 0.398], [-0.126, -0.433, -0.865], [0.658, 0.689, -0.680], [1.201, 1.597, 1.144], [0.502, -0.435, 2.401], [-0.884, -1.922, 0.546], [-0.583, -0.744, -1.793], [0.993, 1.429, -1.391], [1.027, 3.209, 0.617], [0.351, 2.571, 1.664], [1.276, 2.112, 2.554], [2.566, 2.391, 1.979], [2.388, 3.133, 0.793], [0.572, 3.706, -0.135], [-0.727, 2.630, 1.706], [1.037, 1.581, 3.463], [3.485, 2.153, 2.494], [3.033, 3.528, 0.022], [0.624, -2.543, -1.917], [-0.524, -2.069, -2.516], [-1.638, -2.600, -1.918], [-1.213, -3.440, -0.899], [0.179, -3.471, -0.974], [1.568, -2.436, -2.260], [-0.418, -1.377, -3.339], [-2.665, -2.485, -2.232], [-1.822, -4.041, -0.240], [0.921, -4.112, -0.522], [1.823, -1.290, -0.563], [2.479, -1.308, -1.742], [3.139, -2.525, -1.805], [3.010, -3.138, -0.559], [2.078, -2.417, 0.152], [1.114, -0.639, -0.256], [2.368, -0.503, -2.454], [3.796, -2.825, -2.608], [3.424, -4.080, -0.229], [1.697, -2.541, 1.155], [-4.623, 0.470, -2.361], [-3.703, 0.082, -3.247], [-2.439, -0.112, -2.654], [-2.654, 0.246, -1.334], [-4.003, 0.638, -1.191], [-5.626, 0.504, -2.477], [-4.101, -0.150, -4.224], [-1.540, -0.459, -3.142], [-1.923, 0.159, -0.544], [-4.488, 0.828, -0.245], [1.877, -0.088, -3.819], [1.318, 0.982, -3.265], [-0.007, 1.001, -3.529], [-0.287, -0.108, -4.336], [0.871, -0.791, -4.480], [2.873, -0.248, -3.874], [1.963, 1.728, -2.822], [-0.796, 1.686, -3.259], [-1.281, -0.259, -4.730], [1.040, -1.718, -5.007], [-1.107, 2.162, 3.950], [-1.232, 0.994, 2.941], [-2.421, 1.326, 2.117], [-2.295, 0.579, 0.869], [-2.524, -0.880, 0.979], [-3.675, 1.126, 2.844], [-4.874, 1.587, 1.955], [-1.825, 2.243, 4.767], [-1.026, 3.160, 3.521], [-0.206, 1.996, 4.540], [-0.303, 0.963, 2.373], [-1.275, 0.069, 3.515], [-2.972, 0.986, 0.118], [-1.299, 0.660, 0.434], [-1.759, -1.404, 1.552], [-3.480, -1.020, 1.484], [-2.417, -1.306, -0.018], [-3.754, 1.669, 3.785], [-3.851, 0.081, 3.102], [-4.871, 2.624, 1.617], [-5.852, 1.415, 2.404], [-4.987, 0.999, 1.045]],
  "forces_ev_per_angstrom": [[0.458, -2.094, 0.556], [-2.240, 0.100, 1.263], [1.286, -1.307, 0.004], [2.472, 1.340, 0.344], [1.470, -0.780, 3.862], [-0.421, -0.195, -0.082], [-0.255, -0.083, -0.080], [0.158, -0.025, -0.199], [0.122, 0.174, -0.173], [1.665, -1.355, 1.171], [1.690, 2.419, 1.730], [1.464, 0.868, -0.390], [2.147, -1.789, -0.993], [-0.577, 1.136, 2.431], [1.944, -0.830, -2.010], [0.234, 0.318, -0.023], [0.219, 0.356, -0.265], [-0.029, 0.098, 0.089], [0.018, 0.074, 0.046], [1.794, -0.767, -1.383], [0.749, -2.200, -3.642], [2.334, -0.959, -2.515], [-0.071, -2.146, -0.037], [-3.318, 4.425, -0.352], [-4.094, 2.125, 0.914], [0.939, -3.905, -1.740], [-0.483, -0.166, -2.394], [1.985, 0.440, -0.503], [0.739, 1.506, 1.737], [-0.518, -0.367, 1.114], [-0.161, 1.502, 1.207], [-0.889, 6.341, 0.810], [1.588, 3.309, 1.605], [-0.098, 1.979, 0.849], [-1.152, 0.689, 2.601], [0.015, -0.297, 0.121], [0.231, -0.078, -0.533], [0.645, 0.980, -0.913], [0.206, -0.033, -0.461], [0.064, -0.012, 0.759], [-7.001, -4.980, -1.869], [0.404, -3.732, -0.987], [-0.791, -0.545, -0.814], [1.628, -1.609, -0.148], [-0.487, -0.642, -0.791], [-0.973, -1.125, -0.572], [-0.235, -1.913, 1.308], [0.176, 0.303, 0.140], [0.035, -0.019, 0.004], [-0.856, -0.020, 0.020], [6.121, -2.755, 2.034], [0.294, -0.943, 1.822], [2.689, 1.337, -0.806], [-0.271, -1.051, 1.215], [2.596, 0.981, 0.237], [3.603, -2.084, -0.274], [-0.158, -2.174, 2.400], [-0.022, -0.115, -0.073], [0.022, -0.085, -0.220], [-0.065, -0.103, -0.534], [-0.600, 0.373, 0.433], [0.947, -1.353, -2.303], [-3.304, 0.923, -1.312], [-1.131, 0.157, -2.584], [1.307, -0.814, 1.019], [0.385, 0.124, -0.283], [0.483, 0.001, -0.318], [-2.187, 0.593, 1.016], [-0.666, -0.044, -4.023], [-0.328, 0.059, -1.251], [-1.653, -0.581, -4.550], [-0.081, 2.599, -0.647], [-0.683, 0.835, -0.820], [0.719, 1.894, -2.305], [1.878, 0.223, -1.932], [-0.277, 0.120, -0.479], [-0.882, -0.528, -0.412], [0.473, 0.223, 0.323], [0.526, -0.509, -0.495], [0.239, 0.066, 0.180], [0.124, 0.078, 1.538], [-3.918, 2.565, 1.289], [1.532, -0.376, 0.795], [-1.612, 2.119, 2.852], [-1.988, -1.206, 1.904], [-1.159, 0.559, -1.289], [-0.320, -0.547, -0.011], [-0.694, -0.394, -0.389], [-0.089, -0.316, -0.087], [-0.001, 0.804, 0.234], [-2.389, 0.115, 0.808], [-2.041, 0.379, -1.079], [0.674, 0.954, 3.172], [-0.485, 1.790, 1.394], [-1.570, 0.541, 1.140], [-0.504, -0.439, -0.554], [-1.201, -0.587, 0.792], [0.565, 0.227, -0.111], [0.074, -0.322, 0.088], [0.457, 0.110, 0.277], [0.105, 0.093, 0.655], [0.230, -0.021, 0.702]],
  "lowdin_charge": [0.02, -0.06, -0.11, -0.04, -0.25, 0.14, 0.12, 0.10, 0.12, 0.06, 0.03, -0.14, -0.11, -0.16, -0.12, 0.15, 0.13, 0.12, 0.11, 0.06, -0.01, -0.13, -0.16, -0.13, -0.08, -0.03, 0.05, 0.09, 0.06, 0.10, 0.09, -0.16, -0.13, -0.04, -0.11, 0.18, 0.14, 0.08, 0.11, 0.11, 0.04, -0.21, -0.11, -0.09, -0.10, 0.05, 0.03, 0.12, 0.11, 0.11, -0.04, -0.25, -0.11, -0.08, -0.12, -0.02, 0.06, 0.11, 0.10, 0.09, 0.03, -0.11, -0.11, -0.14, -0.11, 0.16, 0.11, 0.02, 0.03, 0.07, 0.02, -0.17, -0.06, -0.18, -0.08, 0.14, 0.08, 0.13, 0.13, 0.14, -0.07, -0.30, -0.11, -0.31, -0.07, -0.21, -0.07, 0.08, 0.09, 0.07, 0.04, 0.09, 0.06, 0.10, 0.08, 0.10, 0.08, 0.10, 0.10, 0.08, 0.07, 0.02]
}


2.
{
  "formula": "C10H23FNO3",
  "method": "wB97M-V/def2-TZVPD",
  "total_charge": 1,
  "symbols": ["C", "C", "F", "C", "C", "O", "C", "C", "N", "O", "H", "H", "H", "H", "H", "H", "H", "H", "H", "H", "H", "H", "H", "C", "C", "O", "C", "C", "H", "H", "H", "H", "H", "H", "H", "H", "H", "H"],
  "positions_angstrom": [[5.145, 1.135, -0.894], [3.886, 1.892, -1.247], [3.970, 3.194, -0.771], [2.638, 1.226, -0.653], [2.113, 1.917, 0.606], [0.787, 1.527, 0.915], [0.375, 0.257, 0.454], [0.485, 0.157, -1.079], [1.436, 1.202, -1.575], [1.746, 0.880, -2.905], [5.139, 0.796, 0.143], [5.266, 0.276, -1.555], [6.001, 1.794, -1.030], [3.782, 1.971, -2.330], [2.855, 0.172, -0.474], [2.803, 1.729, 1.434], [2.084, 2.994, 0.443], [-0.673, 0.152, 0.736], [0.927, -0.553, 0.941], [-0.461, 0.298, -1.597], [0.921, -0.790, -1.397], [0.977, 2.117, -1.530], [1.716, 1.698, -3.426], [-4.200, -1.908, -0.638], [-2.852, -1.885, 0.058], [-2.706, -0.845, 1.015], [-3.628, -0.873, 2.104], [-3.557, -2.135, 2.941], [-4.407, -0.951, -1.118], [-4.205, -2.688, -1.400], [-5.012, -2.125, 0.056], [-2.063, -1.701, -0.677], [-2.641, -2.858, 0.512], [-4.647, -0.709, 1.739], [-3.361, -0.007, 2.708], [-3.848, -3.023, 2.378], [-4.241, -2.047, 3.786], [-2.550, -2.288, 3.329]],
  "forces_ev_per_angstrom": [[0.079, 0.083, 0.061], [-0.094, -0.009, -0.050], [-0.046, 0.090, -0.010], [0.025, -0.024, -0.040], [0.121, -0.067, 0.166], [-0.146, 0.206, -0.276], [-0.117, -0.114, 0.203], [-0.052, -0.152, 0.014], [0.023, 0.049, 0.106], [-0.042, -0.033, -0.015], [-0.001, 0.009, -0.010], [-0.039, -0.040, 0.068], [-0.014, -0.029, -0.056], [0.088, -0.036, -0.012], [-0.024, -0.001, -0.066], [-0.035, -0.096, -0.010], [0.023, -0.017, 0.046], [0.040, -0.064, 0.038], [0.117, 0.065, -0.055], [0.023, 0.125, 0.026], [-0.031, 0.018, -0.027], [-0.022, -0.020, -0.039], [0.039, 0.036, -0.003], [-0.005, 0.029, 0.008], [-0.015, -0.022, -0.004], [0.110, 0.005, -0.087], [-0.010, 0.053, 0.045], [0.030, -0.011, -0.021], [-0.006, 0.001, 0.008], [0.006, 0.010, -0.009], [0.005, -0.027, -0.005], [-0.001, -0.023, -0.004], [-0.008, 0.012, 0.021], [0.011, -0.014, -0.027], [-0.011, -0.001, 0.004], [-0.028, 0.006, 0.007], [0.013, 0.007, 0.008], [-0.002, -0.004, -0.001]],
  "lowdin_charge": [0.00, -0.32, 0.00, -0.15, -0.12, -0.09, -0.14, -0.03, -0.08, 0.08, 0.10, 0.10, 0.10, 0.14, 0.17, 0.15, 0.14, 0.12, 0.14, 0.14, 0.15, 0.22, 0.15, -0.07, -0.28, -0.20, -0.26, -0.07, 0.08, 0.08, 0.07, 0.10, 0.11, 0.11, 0.12, 0.07, 0.08, 0.08]
}


Lowest unoccupied orbital energy values (in eV) by entry order: 0.5 -3.3.
Orbital gap values (in eV) by entry order: 6.806 9.014.